Entry 1:
{
  "formula": "C26H72N6O8",
  "method": "ωB97M-V with the def2-TZVPD basis set",
  "elements": ["C", "C", "C", "O", "H", "H", "H", "H", "H", "H", "H", "H", "C", "C", "C", "O", "H", "H", "H", "H", "H", "H", "H", "H", "C", "C", "C", "O", "H", "H", "H", "H", "H", "H", "H", "H", "C", "O", "N", "N", "H", "H", "H", "H", "C", "C", "C", "O", "C", "N", "H", "H", "H", "H", "H", "H", "H", "H", "H", "H", "H", "C", "C", "C", "O", "C", "N", "H", "H", "H", "H", "H", "H", "H", "H", "H", "H", "H", "C", "C", "C", "O", "C", "N", "H", "H", "H", "H", "H", "H", "H", "H", "H", "H", "H", "C", "C", "C", "O", "C", "N", "H", "H", "H", "H", "H", "H", "H", "H", "H", "H", "H"],
  "xyz": [[17.29, 20.66, 6.36], [15.90, 20.16, 6.52], [15.93, 18.61, 6.31], [15.56, 20.39, 7.88], [17.60, 20.62, 5.32], [17.99, 20.15, 7.03], [17.48, 21.68, 6.73], [15.22, 20.62, 5.80], [16.34, 18.03, 7.14], [16.55, 18.38, 5.44], [14.89, 18.27, 6.24], [14.64, 20.64, 7.96], [11.57, 14.46, 14.98], [11.99, 14.82, 13.52], [11.76, 13.60, 12.58], [11.23, 15.90, 13.02], [12.06, 13.57, 15.37], [10.54, 14.15, 15.10], [11.77, 15.23, 15.73], [13.05, 15.07, 13.50], [10.73, 13.45, 12.25], [12.17, 12.72, 13.08], [12.30, 13.84, 11.67], [10.32, 15.62, 13.12], [7.54, 17.08, 11.08], [8.02, 15.58, 11.13], [9.08, 15.22, 10.09], [8.31, 15.17, 12.40], [8.38, 17.70, 11.38], [6.66, 17.44, 11.62], [7.27, 17.28, 10.04], [7.11, 15.04, 10.87], [10.08, 15.62, 10.26], [8.80, 15.49, 9.07], [9.22, 14.14, 10.08], [7.94, 14.29, 12.46], [12.64, 17.37, 8.98], [11.79, 18.23, 8.67], [13.51, 16.94, 8.21], [12.59, 16.72, 10.03], [14.19, 16.31, 8.60], [13.70, 17.55, 7.43], [13.39, 16.17, 10.31], [11.88, 16.88, 10.73], [14.72, 17.59, 12.56], [16.04, 16.95, 11.98], [15.93, 16.48, 10.48], [15.04, 15.43, 10.24], [15.44, 14.25, 10.84], [17.07, 18.00, 12.13], [14.85, 18.04, 13.55], [14.12, 16.70, 12.77], [14.25, 18.31, 11.89], [16.44, 16.08, 12.51], [16.94, 16.20, 10.18], [15.81, 17.38, 9.88], [14.74, 13.45, 10.62], [15.50, 14.34, 11.93], [16.42, 13.96, 10.47], [17.05, 18.18, 13.13], [17.99, 17.59, 12.03], [9.61, 20.56, 6.57], [8.74, 19.62, 7.40], [8.59, 18.20, 6.66], [7.76, 17.34, 7.46], [6.78, 16.72, 6.67], [9.36, 19.43, 8.74], [9.81, 21.58, 6.91], [9.14, 20.67, 5.59], [10.61, 20.16, 6.38], [7.79, 20.14, 7.49], [9.53, 17.67, 6.57], [8.20, 18.36, 5.65], [6.29, 16.04, 7.37], [7.10, 16.20, 5.77], [6.04, 17.47, 6.40], [10.31, 19.11, 8.64], [8.89, 18.60, 9.08], [17.09, 9.08, 7.02], [16.42, 10.42, 7.42], [16.46, 11.60, 6.42], [16.09, 12.79, 7.04], [16.10, 13.95, 6.24], [15.07, 10.18, 7.82], [18.12, 9.37, 6.80], [16.63, 8.72, 6.10], [16.92, 8.33, 7.80], [16.96, 10.76, 8.31], [15.84, 11.43, 5.54], [17.52, 11.62, 6.15], [17.01, 14.55, 6.24], [15.45, 14.73, 6.63], [15.75, 13.71, 5.24], [14.82, 9.68, 6.98], [14.62, 11.08, 7.93], [13.00, 21.24, 10.27], [12.48, 21.67, 8.89], [13.08, 23.07, 8.53], [12.40, 23.80, 7.49], [11.12, 24.25, 7.88], [12.78, 20.72, 7.85], [12.84, 21.85, 11.16], [14.08, 21.08, 10.19], [12.55, 20.27, 10.51], [11.40, 21.73, 8.95], [14.10, 23.01, 8.16], [13.16, 23.64, 9.46], [10.32, 23.51, 7.82], [10.74, 25.00, 7.18], [11.08, 24.71, 8.87], [12.35, 21.24, 7.10], [12.34, 19.83, 8.06]],
  "lumo_ev": 0.53,
  "relative_energy_kj_mol": 91.6,
  "smiles": "COC[C@H](C)N.COC[C@H](C)N.COC[C@H](C)N.COC[C@H](C)N.NC(N)=O.CC(C)O.CC(C)O.CC(C)O"
}

Entry 2:
{
  "formula": "C26H73K2N8O10PS",
  "method": "ωB97M-V with the def2-TZVPD basis set",
  "elements": ["K", "K", "S", "O", "O", "O", "O", "O", "P", "N", "C", "C", "N", "C", "C", "N", "C", "C", "H", "H", "H", "H", "H", "H", "H", "H", "H", "H", "H", "H", "H", "H", "H", "H", "H", "H", "C", "C", "C", "O", "C", "N", "H", "H", "H", "H", "H", "H", "H", "H", "H", "H", "H", "C", "C", "C", "O", "C", "N", "H", "H", "H", "H", "H", "H", "H", "H", "H", "H", "H", "C", "C", "C", "O", "C", "N", "H", "H", "H", "H", "H", "H", "H", "H", "H", "H", "H", "C", "C", "C", "O", "C", "N", "H", "H", "H", "H", "H", "H", "H", "H", "H", "H", "H", "C", "C", "C", "O", "C", "N", "H", "H", "H", "H", "H", "H", "H", "H", "H", "H", "H"],
  "xyz": [[2.34, 2.98, 1.94], [2.37, -1.75, 3.56], [1.16, 0.09, 1.38], [0.81, 1.09, 0.38], [2.60, 0.00, 1.55], [0.58, 0.44, 2.66], [0.80, -1.26, 1.08], [0.37, 0.36, -5.63], [0.00, -0.93, -4.87], [0.10, -0.57, -3.20], [-0.58, 0.59, -2.78], [0.44, -1.56, -2.10], [0.81, -2.38, -5.09], [0.77, -3.13, -6.40], [2.16, -2.49, -4.58], [-1.63, -1.50, -5.09], [-2.59, -0.64, -5.67], [-2.26, -2.36, -4.20], [-0.58, 1.32, -3.59], [-0.31, 0.89, -1.77], [-1.61, 0.41, -2.46], [0.42, -2.59, -2.45], [-0.29, -1.44, -1.30], [1.51, -1.60, -1.88], [-0.25, -3.16, -6.79], [1.40, -2.55, -7.07], [1.03, -4.18, -6.46], [2.77, -3.27, -5.04], [2.58, -1.49, -4.70], [2.17, -2.84, -3.54], [-3.12, -0.23, -4.81], [-2.07, 0.13, -6.23], [-3.39, -1.18, -6.18], [-1.58, -3.08, -3.75], [-3.03, -2.92, -4.73], [-2.75, -1.81, -3.40], [-0.33, -4.76, 0.36], [0.09, -4.56, 1.81], [0.17, -5.90, 2.68], [-0.99, -6.74, 2.49], [-2.23, -6.26, 2.86], [1.28, -3.81, 1.83], [-1.28, -5.24, 0.14], [0.53, -5.21, -0.14], [-0.48, -3.80, -0.14], [-0.71, -3.99, 2.28], [0.20, -5.59, 3.73], [1.08, -6.33, 2.27], [-2.59, -5.63, 2.04], [-2.25, -5.64, 3.75], [-3.04, -6.94, 3.12], [1.09, -2.89, 1.44], [1.91, -4.09, 1.08], [5.39, 1.67, -0.91], [4.50, 0.41, -1.26], [4.81, -0.11, -2.68], [4.84, 0.90, -3.64], [3.52, 1.39, -3.86], [4.62, -0.50, -0.10], [6.30, 1.30, -0.42], [4.90, 2.13, -0.05], [5.68, 2.43, -1.64], [3.46, 0.72, -1.22], [4.27, -0.96, -3.08], [5.85, -0.45, -2.62], [3.31, 1.86, -4.82], [3.32, 2.15, -3.10], [2.83, 0.55, -3.74], [4.08, -0.13, 0.67], [4.16, -1.38, -0.25], [-3.11, -2.05, 0.51], [-2.52, -0.70, 0.64], [-3.59, 0.42, 0.29], [-3.79, 0.44, -1.22], [-4.57, 1.49, -1.71], [-2.08, -0.59, 1.97], [-4.06, -2.11, 1.05], [-2.45, -2.85, 0.85], [-3.38, -2.29, -0.52], [-1.75, -0.56, -0.12], [-3.25, 1.44, 0.44], [-4.54, 0.25, 0.80], [-4.27, 2.46, -1.31], [-5.56, 1.16, -1.41], [-4.62, 1.60, -2.80], [-1.74, 0.34, 2.15], [-1.25, -1.16, 2.10], [-0.69, 1.81, 7.29], [-0.34, 2.07, 5.84], [1.25, 2.45, 5.79], [1.33, 3.75, 6.44], [1.56, 4.85, 5.45], [-0.48, 0.81, 5.14], [-0.78, 2.76, 7.83], [-0.04, 1.11, 7.81], [-1.69, 1.38, 7.27], [-0.85, 2.93, 5.42], [1.66, 2.53, 4.78], [1.88, 1.69, 6.23], [1.13, 4.57, 4.49], [2.60, 5.19, 5.42], [1.00, 5.73, 5.78], [-1.41, 0.64, 4.79], [-0.03, 0.67, 4.25], [-1.66, 3.20, -0.69], [-0.69, 4.21, -0.16], [-0.80, 4.66, 1.34], [-1.74, 5.76, 1.42], [-2.09, 6.12, 2.67], [0.66, 3.62, -0.45], [-1.74, 3.15, -1.77], [-2.57, 3.68, -0.32], [-1.56, 2.18, -0.34], [-0.64, 5.17, -0.67], [0.16, 5.10, 1.62], [-1.05, 3.90, 2.09], [-1.37, 6.42, 3.44], [-2.75, 5.36, 3.08], [-2.54, 7.11, 2.67], [0.84, 3.36, -1.41], [0.57, 2.73, 0.02]],
  "lumo_ev": [-2.27, -6.41],
  "total_charge": 1,
  "multiplicity": 2
}

Entry 3:
{
  "formula": "C26H74F6O11P",
  "method": "ωB97M-V with the def2-TZVPD basis set",
  "elements": ["P", "F", "F", "F", "F", "F", "F", "C", "C", "O", "H", "H", "H", "H", "H", "H", "C", "C", "O", "H", "H", "H", "H", "H", "H", "C", "C", "O", "H", "H", "H", "H", "H", "H", "C", "C", "O", "H", "H", "H", "H", "H", "H", "O", "H", "H", "C", "C", "C", "O", "H", "H", "H", "H", "H", "H", "H", "H", "C", "C", "C", "O", "H", "H", "H", "H", "H", "H", "H", "H", "C", "C", "C", "O", "H", "H", "H", "H", "H", "H", "H", "H", "C", "C", "C", "O", "H", "H", "H", "H", "H", "H", "H", "H", "C", "C", "C", "O", "H", "H", "H", "H", "H", "H", "H", "H", "C", "C", "C", "O", "H", "H", "H", "H", "H", "H", "H", "H"],
  "xyz": [[-3.54, 19.54, 10.06], [-5.07, 19.01, 9.96], [-3.26, 18.85, 8.59], [-3.97, 20.89, 9.26], [-1.98, 20.00, 10.06], [-3.90, 20.18, 11.50], [-3.10, 18.15, 10.76], [-4.41, 16.47, 13.87], [-4.96, 17.89, 13.97], [-6.05, 17.94, 14.89], [-4.19, 16.07, 14.86], [-3.45, 16.49, 13.36], [-5.11, 15.80, 13.37], [-5.19, 18.33, 13.00], [-4.12, 18.49, 14.32], [-6.80, 17.58, 14.40], [-5.18, 15.66, 9.25], [-6.03, 14.39, 9.27], [-5.18, 13.30, 9.65], [-4.43, 15.61, 8.46], [-4.69, 15.80, 10.21], [-5.80, 16.55, 9.11], [-6.47, 14.20, 8.29], [-6.85, 14.47, 9.99], [-5.00, 13.43, 10.59], [-7.26, 18.98, 7.21], [-6.35, 20.20, 7.02], [-6.75, 20.94, 5.86], [-7.51, 18.47, 6.28], [-8.18, 19.29, 7.72], [-6.77, 18.26, 7.87], [-5.32, 19.93, 6.85], [-6.53, 20.84, 7.89], [-7.70, 21.11, 5.93], [-1.86, 22.71, 11.93], [-1.61, 23.52, 10.68], [-2.50, 24.64, 10.65], [-2.87, 22.30, 11.96], [-1.61, 23.23, 12.85], [-1.24, 21.81, 11.88], [-1.63, 22.95, 9.75], [-0.62, 24.00, 10.72], [-3.36, 24.21, 10.50], [-3.03, 18.54, 5.90], [-3.34, 18.59, 6.83], [-2.16, 18.99, 5.93], [-8.52, 20.70, 13.17], [-7.13, 20.84, 12.61], [-6.89, 19.99, 11.36], [-6.95, 22.21, 12.24], [-8.65, 19.71, 13.62], [-9.32, 20.83, 12.44], [-8.75, 21.47, 13.92], [-6.38, 20.61, 13.38], [-7.52, 20.46, 10.60], [-7.22, 18.95, 11.42], [-5.84, 20.06, 11.09], [-6.46, 22.26, 11.40], [3.08, 17.51, 8.03], [2.09, 18.28, 8.84], [0.68, 18.16, 8.29], [2.11, 17.83, 10.23], [4.14, 17.61, 8.30], [2.97, 17.83, 6.99], [2.92, 16.43, 7.94], [2.42, 19.32, 9.00], [0.34, 17.12, 8.34], [0.67, 18.43, 7.24], [-0.11, 18.67, 8.84], [1.58, 18.50, 10.70], [-7.83, 17.08, 11.05], [-8.50, 17.17, 12.40], [-9.95, 16.71, 12.40], [-7.76, 16.31, 13.30], [-7.97, 16.10, 10.59], [-6.77, 17.33, 11.07], [-8.35, 17.74, 10.34], [-8.41, 18.19, 12.78], [-10.59, 17.44, 11.90], [-10.31, 16.63, 13.42], [-10.06, 15.74, 11.90], [-7.94, 15.40, 13.04], [-2.03, 22.12, 6.10], [-0.66, 21.50, 5.93], [0.04, 21.48, 7.28], [-0.83, 20.21, 5.36], [-2.64, 21.45, 6.72], [-2.60, 22.15, 5.17], [-1.97, 23.10, 6.57], [-0.01, 22.08, 5.27], [1.02, 20.99, 7.25], [-0.60, 21.09, 8.07], [0.38, 22.50, 7.48], [0.02, 19.89, 5.05], [-6.72, 24.46, 9.30], [-5.79, 23.31, 8.99], [-4.73, 23.66, 7.95], [-5.06, 23.04, 10.22], [-7.63, 24.25, 9.86], [-7.02, 24.95, 8.36], [-6.17, 25.21, 9.87], [-6.30, 22.38, 8.72], [-4.17, 24.56, 8.23], [-5.22, 23.84, 6.99], [-3.97, 22.89, 7.83], [-4.58, 22.20, 10.11], [-1.03, 18.18, 13.58], [-0.22, 19.40, 13.12], [1.10, 19.53, 13.88], [0.08, 19.33, 11.75], [-0.43, 17.28, 13.71], [-1.90, 18.01, 12.95], [-1.41, 18.41, 14.59], [-0.77, 20.30, 13.42], [1.67, 20.31, 13.38], [1.69, 18.62, 13.99], [0.96, 19.86, 14.92], [-0.73, 19.15, 11.24]],
  "lumo_ev": 2.20,
  "total_charge": -1
}

Entry 4:
{
  "formula": "C26H74FNO15",
  "method": "ωB97M-V with the def2-TZVPD basis set",
  "elements": ["C", "C", "C", "C", "C", "C", "C", "C", "C", "C", "C", "O", "C", "O", "N", "C", "C", "O", "F", "H", "H", "H", "H", "H", "H", "H", "H", "H", "H", "H", "H", "H", "H", "H", "H", "H", "H", "H", "H", "H", "H", "H", "H", "H", "H", "C", "O", "H", "H", "H", "H", "C", "O", "H", "H", "H", "H", "C", "O", "H", "H", "H", "H", "C", "O", "H", "H", "H", "H", "C", "O", "H", "H", "H", "H", "C", "O", "H", "H", "H", "H", "C", "O", "H", "H", "H", "H", "C", "O", "H", "H", "H", "H", "C", "O", "H", "H", "H", "H", "C", "O", "H", "H", "H", "H", "C", "O", "H", "H", "H", "H", "C", "O", "H", "H", "H", "H"],
  "xyz": [[5.43, -2.70, -0.18], [4.41, -1.52, -0.56], [5.18, -0.18, -1.03], [4.24, 0.91, -1.73], [3.01, 1.42, -0.80], [1.72, 0.47, -0.86], [0.47, 1.19, -0.13], [-0.94, 0.42, -0.41], [-1.84, 1.42, -1.28], [-3.28, 0.85, -1.72], [-3.70, -0.52, -1.02], [-4.01, -0.28, 0.41], [-4.95, -1.27, 0.82], [-6.00, -0.86, 1.37], [-4.74, -2.72, 0.70], [-5.59, -3.31, -0.38], [-4.79, -3.71, -1.70], [-5.20, -3.46, -2.84], [-3.56, -4.41, -1.55], [5.74, -2.57, 0.92], [4.85, -3.69, -0.24], [6.35, -2.71, -0.87], [3.81, -1.28, 0.40], [3.62, -1.88, -1.33], [5.78, 0.22, -0.13], [5.95, -0.52, -1.83], [3.88, 0.60, -2.77], [4.90, 1.85, -1.90], [2.69, 2.44, -1.24], [3.36, 1.65, 0.27], [1.40, 0.29, -1.96], [1.88, -0.53, -0.32], [0.39, 2.26, -0.58], [0.65, 1.35, 1.00], [-0.77, -0.60, -0.88], [-1.38, 0.22, 0.64], [-1.24, 1.70, -2.23], [-2.01, 2.36, -0.64], [-4.06, 1.63, -1.38], [-3.37, 0.79, -2.85], [-2.99, -1.40, -1.19], [-4.71, -0.83, -1.50], [-3.75, -2.97, 0.61], [-6.09, -4.27, 0.04], [-6.44, -2.58, -0.63], [-0.50, 4.99, -1.36], [-0.44, 4.36, -2.63], [-0.55, 4.22, -0.58], [0.39, 5.60, -1.20], [-1.40, 5.61, -1.30], [-0.40, 5.06, -3.29], [-5.63, -6.47, -4.12], [-5.78, -7.86, -4.37], [-5.35, -5.97, -5.05], [-6.58, -6.06, -3.76], [-4.85, -6.31, -3.37], [-6.03, -8.27, -3.54], [7.70, 0.95, -4.50], [7.09, 0.00, -3.64], [7.52, 1.95, -4.11], [8.78, 0.77, -4.53], [7.28, 0.86, -5.50], [7.27, -0.88, -4.00], [0.52, 8.92, -1.22], [0.58, 8.30, -2.49], [0.47, 8.15, -0.45], [1.41, 9.54, -1.06], [-0.38, 9.55, -1.16], [0.62, 9.00, -3.15], [0.50, -0.87, 3.09], [0.68, -1.26, 1.74], [0.83, 0.16, 3.21], [-0.55, -0.94, 3.36], [1.10, -1.52, 3.74], [0.38, -2.18, 1.67], [2.66, -4.07, -4.05], [2.57, -3.57, -2.73], [3.56, -4.68, -4.13], [1.79, -4.69, -4.28], [2.73, -3.24, -4.76], [1.76, -3.03, -2.68], [-3.13, -2.08, 5.19], [-2.72, -2.27, 3.85], [-2.62, -2.81, 5.82], [-2.87, -1.07, 5.52], [-4.21, -2.23, 5.28], [-3.19, -1.62, 3.31], [-3.70, -4.22, 8.32], [-2.94, -3.05, 8.58], [-4.42, -4.00, 7.52], [-3.04, -5.02, 8.01], [-4.25, -4.51, 9.22], [-2.32, -3.26, 9.29], [0.88, -1.63, 6.69], [1.78, -2.51, 6.03], [0.84, -0.69, 6.14], [-0.12, -2.08, 6.71], [1.23, -1.45, 7.71], [1.80, -3.34, 6.53], [-3.53, 4.46, 1.65], [-2.63, 3.59, 0.98], [-3.58, 5.40, 1.11], [-4.53, 4.01, 1.67], [-3.19, 4.64, 2.67], [-2.60, 2.76, 1.48], [5.21, 3.24, -7.07], [5.57, 1.91, -6.72], [5.60, 3.92, -6.31], [5.65, 3.50, -8.04], [4.13, 3.34, -7.12], [5.21, 1.33, -7.40], [-0.41, 2.66, 4.21], [0.00, 2.46, 2.86], [0.11, 1.93, 4.84], [-0.14, 3.67, 4.53], [-1.49, 2.51, 4.29], [-0.47, 3.12, 2.32]],
  "lumo_ev": 0.35
}

Number 1: calculated total energy -1964.1120 Ha. Number 2: calculated total energy -4163.9196 Ha. Number 3: calculated total energy -2803.4658 Ha. Number 4: calculated total energy -2317.8897 Ha.